{
  "formula": "C45H57KN3P2",
  "method": "ωB97M-V/def2-TZVPD",
  "elements": ["K", "P", "P", "N", "N", "N", "C", "C", "C", "C", "C", "C", "C", "C", "C", "C", "C", "C", "C", "C", "C", "C", "C", "C", "C", "C", "C", "C", "C", "C", "C", "C", "C", "C", "C", "C", "C", "C", "C", "C", "C", "C", "C", "C", "C", "C", "C", "C", "C", "C", "C", "H", "H", "H", "H", "H", "H", "H", "H", "H", "H", "H", "H", "H", "H", "H", "H", "H", "H", "H", "H", "H", "H", "H", "H", "H", "H", "H", "H", "H", "H", "H", "H", "H", "H", "H", "H", "H", "H", "H", "H", "H", "H", "H", "H", "H", "H", "H", "H", "H", "H", "H", "H", "H", "H", "H", "H", "H"],
  "xyz": [[-0.43347, -0.56706, 0.94106], [2.52189, -0.21896, -0.47734], [-1.57178, 2.46897, 0.47435], [-0.03766, 0.95986, -1.50652], [0.39945, -2.53852, 2.91539], [0.01132, -2.53860, 4.09213], [-3.03112, 2.82827, 1.59281], [-4.00163, 3.97373, 1.28949], [-1.42071, 0.88407, 5.95269], [-0.04992, 4.16944, -1.16711], [-1.35754, 0.85925, 4.56367], [1.90542, 1.85449, -4.53546], [2.28576, 0.59882, -2.08180], [2.12603, -4.98700, 0.78122], [-4.10477, 1.25764, -2.60995], [-1.42133, -3.53931, -0.93486], [-2.26702, 1.77828, -1.07670], [-1.34211, 1.09084, -1.90700], [2.22545, 1.69116, 1.50256], [1.06107, -6.20191, 2.55982], [3.31104, 1.08026, 0.61151], [3.33565, 0.78826, -2.98483], [-3.01627, -1.76716, -0.52623], [4.08024, 2.17977, -0.11377], [-3.75861, 1.52093, 1.91951], [3.90054, -1.47056, -0.70076], [-3.19446, 0.57692, -3.41728], [-3.60988, 1.84743, -1.45590], [1.83068, -6.19370, 1.40000], [-2.13141, -2.42628, -1.36913], [-3.18464, -2.20615, 0.78255], [0.59292, -5.01629, 3.10292], [0.97145, 1.04918, -2.40634], [1.64041, -3.79956, 1.31076], [-0.60084, -1.34923, 6.00564], [0.84472, 1.69052, -3.67733], [4.35107, 1.58545, -5.15711], [-0.46663, -4.24454, -1.86116], [-0.51877, -1.31240, 4.60700], [-5.56869, 1.32200, -2.96066], [5.36581, -1.06022, -0.86418], [-0.90886, -0.23457, 3.79661], [-1.04583, -0.23503, 6.69309], [3.18974, 1.39676, -4.21740], [-2.47969, -3.31900, 1.22896], [-0.55152, 4.95235, 1.16148], [3.48991, -2.46590, -1.78672], [0.88380, -3.81018, 2.47349], [-1.61596, -3.98631, 0.36915], [-1.09242, 4.19282, -0.05254], [-1.86018, 0.49685, -3.08158], [1.41661, 2.10666, 0.89549], [4.15106, 1.15344, -6.14146], [-2.57906, -3.64658, 2.25627], [3.41496, 2.74325, -0.77057], [-4.60443, 3.81064, 0.39765], [-1.68776, 1.76236, 4.04875], [-4.31203, 2.37382, -0.82599], [3.49287, -1.98374, -2.76646], [0.26669, -4.82311, -1.29920], [-4.31441, 1.14050, 1.05984], [-1.98952, 4.69354, -0.43112], [4.32509, 0.44826, -2.70658], [-3.54295, 0.09349, -4.32599], [0.23258, 5.19209, -1.43525], [-2.50579, 3.11642, 2.51234], [-1.05736, -4.84463, 0.72617], [3.84025, -1.98959, 0.26467], [-6.06830, 2.11970, -2.40876], [-3.83419, -1.66425, 1.45941], [1.83166, -2.84715, 0.82870], [-3.48589, 4.92599, 1.16155], [4.18163, -3.31293, -1.82312], [4.58366, 2.64329, -5.31096], [-0.12164, 2.08523, -3.96174], [-6.08368, 0.38684, -2.72236], [1.78361, 0.95280, 2.17604], [-3.05160, 0.75193, 2.24422], [-1.28911, 5.05416, 1.95893], [-1.97890, -2.05333, -2.37402], [-0.00813, -5.00391, 4.00211], [5.24997, 1.10667, -4.76470], [4.89283, 1.79260, -0.72964], [2.19429, -7.12392, 0.98155], [2.63640, 2.49578, 2.11953], [-0.30367, -2.25028, 6.53225], [-0.42149, 3.67217, -2.06182], [-0.22991, 5.95680, 0.87083], [0.06697, -3.52821, -2.48815], [-1.17844, -0.05133, -3.72108], [6.00532, -1.92742, -0.67140], [0.31504, 4.43261, 1.57816], [-1.77115, 1.77406, 6.46848], [-1.10261, -0.23544, 7.77516], [0.82259, -7.14261, 3.04142], [1.74056, 2.36429, -5.48125], [-4.69469, 4.08981, 2.12870], [-5.71671, 1.51022, -4.02620], [2.72229, -4.96630, -0.12317], [4.50779, 2.87696, 0.61369], [-0.99805, -4.93185, -2.52480], [5.65630, -0.27631, -0.16546], [0.85087, 3.63767, -0.85221], [5.59417, -0.72243, -1.87533], [4.00322, 0.51983, 1.25366], [-4.46810, 1.67604, 2.73733], [-3.54143, -0.88899, -0.88398], [2.48106, -2.85146, -1.61835]],
  "forces_ev_per_angstrom": [[0.0, 0.0, 0.0], [0.0, -0.2, 0.0], [-0.1, 0.1, 0.0], [0.1, 0.0, 0.0], [0.0, 0.0, -0.1], [0.0, 0.0, 0.1], [0.0, 0.0, 0.0], [0.0, 0.0, 0.0], [0.0, 0.0, 0.0], [0.0, 0.0, 0.0], [0.0, 0.0, -0.1], [0.1, 0.0, 0.0], [0.0, 0.0, 0.0], [0.0, 0.0, 0.0], [0.0, 0.0, 0.0], [0.0, -0.1, 0.0], [0.0, 0.0, 0.0], [0.0, 0.0, 0.0], [0.0, 0.0, 0.0], [0.0, 0.0, 0.0], [0.0, 0.0, 0.1], [0.0, 0.0, 0.0], [0.0, 0.0, 0.1], [0.0, 0.0, 0.0], [0.0, 0.0, 0.0], [0.0, 0.0, 0.0], [0.0, 0.0, 0.0], [0.0, 0.0, 0.0], [0.0, 0.0, 0.0], [0.0, 0.0, 0.0], [0.0, 0.0, 0.0], [0.0, -0.1, 0.0], [0.0, 0.0, -0.1], [0.1, 0.0, 0.0], [0.0, 0.1, 0.1], [0.0, 0.0, 0.1], [0.0, 0.0, 0.0], [0.0, 0.0, 0.0], [0.1, -0.1, 0.1], [0.0, 0.0, 0.0], [0.0, 0.0, 0.0], [0.0, 0.0, 0.0], [0.0, -0.1, -0.1], [-0.1, 0.0, 0.0], [0.0, 0.1, -0.1], [0.0, 0.0, 0.0], [0.0, 0.0, 0.0], [0.0, 0.1, 0.1], [0.0, 0.0, 0.0], [0.0, 0.0, 0.0], [0.0, 0.0, 0.0], [0.0, 0.0, 0.0], [0.0, 0.0, 0.0], [0.0, 0.0, 0.0], [0.0, 0.0, 0.0], [0.0, 0.0, 0.0], [0.0, 0.0, 0.0], [0.0, 0.0, 0.0], [0.0, 0.0, 0.0], [0.0, 0.0, 0.0], [0.0, 0.0, 0.0], [0.0, 0.0, 0.0], [0.0, 0.0, 0.0], [0.0, 0.0, 0.0], [0.0, 0.0, 0.0], [0.0, 0.0, 0.0], [0.0, 0.0, 0.0], [0.0, 0.0, 0.0], [0.0, 0.0, 0.0], [0.0, 0.0, 0.0], [0.0, 0.0, 0.0], [0.0, 0.0, 0.0], [0.0, 0.0, 0.0], [0.0, 0.0, 0.0], [0.0, 0.0, 0.0], [0.0, 0.0, 0.0], [0.0, 0.0, 0.0], [0.0, 0.0, 0.0], [0.0, 0.0, 0.0], [0.0, 0.0, 0.0], [0.0, 0.0, 0.0], [0.0, 0.0, 0.0], [0.0, 0.0, 0.0], [0.0, 0.0, 0.0], [0.0, 0.0, 0.0], [0.0, 0.0, 0.0], [0.0, 0.0, 0.0], [0.0, 0.0, 0.0], [0.0, 0.0, 0.0], [0.0, 0.0, 0.0], [0.0, 0.0, 0.0], [0.0, 0.0, 0.0], [0.0, 0.0, 0.0], [0.0, 0.0, 0.0], [0.0, 0.0, 0.0], [0.0, 0.0, 0.0], [0.0, 0.0, 0.0], [0.0, 0.0, 0.0], [0.0, 0.0, 0.0], [0.0, 0.0, 0.0], [0.0, 0.0, 0.0], [0.0, 0.0, 0.0], [0.0, 0.0, 0.0], [0.0, 0.0, 0.0], [0.0, 0.0, 0.0], [0.0, 0.0, 0.0], [0.0, 0.0, 0.0], [0.0, 0.0, 0.0]],
  "max_force_ha_per_bohr": 0.0036,
  "orbital_gap_ev": 5.94,
  "mol_weight_g_mol": 741.0,
  "total_charge": -1
}

***

{
  "formula": "C25H17CdNO7PS",
  "method": "ωB97M-V/def2-TZVPD",
  "elements": ["Cd", "S", "P", "O", "O", "O", "O", "O", "O", "O", "N", "C", "C", "C", "C", "C", "C", "C", "C", "C", "C", "C", "C", "C", "C", "C", "C", "C", "C", "C", "C", "C", "C", "C", "C", "C", "H", "H", "H", "H", "H", "H", "H", "H", "H", "H", "H", "H", "H", "H", "H", "H", "H"],
  "xyz": [[0.17972, -0.24057, 0.50392], [2.94922, 0.60260, 0.01924], [0.11230, 2.16800, -0.60370], [-2.34529, -3.46993, 0.13274], [-6.85283, 1.00779, 0.98741], [2.12859, -0.06648, -0.99730], [4.32023, 0.19309, 0.10615], [2.21302, 0.58043, 1.31137], [-0.50328, -2.22347, 0.28174], [-6.80866, -1.10332, 0.16424], [-2.02804, -0.10956, 1.19311], [2.94188, 2.32150, -0.47718], [-2.12922, 3.88262, -0.35413], [-2.75823, 0.95474, 1.54815], [-0.89630, 3.48626, 0.14704], [1.74221, 2.97646, -0.76278], [4.15346, 2.98388, -0.56972], [-2.65168, -1.20458, 0.73002], [-1.78489, -2.41325, 0.35033], [-4.12964, 0.98488, 1.41430], [1.79560, 4.31970, -1.13267], [-0.55942, 1.95612, -2.27474], [-4.02937, -1.24343, 0.57618], [-2.48896, 5.25845, 1.58761], [-6.32704, -0.07251, 0.65735], [3.00804, 4.98615, -1.23249], [4.18833, 4.31766, -0.94963], [-1.24856, 4.87550, 2.08720], [-1.76583, 1.52802, -4.74235], [-0.45932, 3.98994, 1.37542], [-0.01351, 2.51864, -3.42302], [-0.61587, 2.29977, -4.65371], [-4.78794, -0.12325, 0.89361], [-2.31328, 0.95931, -3.60063], [-1.70548, 1.16438, -2.37224], [-2.92405, 4.76421, 0.36933], [5.05886, 2.43768, -0.34321], [0.89024, 3.11146, -3.36113], [-2.20763, 1.80518, 1.93288], [-4.71214, 1.85567, 1.68324], [-0.18160, 2.73060, -5.54683], [-3.11586, 5.93459, 2.15405], [0.87386, 4.85229, -1.33439], [0.49719, 3.67401, 1.77840], [-4.51121, -2.12998, 0.19071], [-3.89366, 5.04735, -0.01859], [-2.13099, 0.70984, -1.48216], [-3.20427, 0.34894, -3.66352], [3.02544, 6.02768, -1.52648], [-2.23188, 1.36041, -5.70478], [-0.90605, 5.25516, 3.04128], [5.13754, 4.83283, -1.01997], [-2.49034, 3.49015, -1.29578]],
  "forces_ev_per_angstrom": [[0.0, 0.1, 0.1], [0.0, 0.0, 0.1], [-0.1, 0.0, -0.1], [0.0, 0.0, 0.0], [0.0, 0.0, 0.0], [0.0, 0.0, -0.1], [0.0, 0.1, 0.0], [0.0, 0.0, -0.1], [-0.1, 0.0, 0.0], [0.0, 0.0, 0.0], [0.1, -0.1, 0.0], [0.0, -0.1, 0.0], [0.0, 0.0, 0.0], [0.0, 0.0, 0.0], [0.1, 0.0, 0.1], [0.0, 0.2, -0.1], [0.1, 0.0, 0.0], [0.0, 0.0, 0.0], [0.1, 0.0, 0.0], [0.0, 0.0, 0.0], [0.0, 0.0, 0.0], [0.0, 0.0, 0.0], [0.0, 0.0, 0.0], [0.0, 0.0, 0.0], [0.1, 0.0, 0.0], [0.0, 0.0, 0.0], [0.0, 0.0, 0.0], [0.0, 0.0, 0.0], [0.0, 0.0, 0.0], [0.0, 0.0, 0.0], [0.0, 0.0, 0.0], [0.0, 0.0, 0.0], [-0.1, 0.0, 0.0], [0.0, 0.0, 0.0], [0.0, 0.0, 0.0], [0.0, 0.0, 0.0], [0.0, 0.0, 0.0], [0.0, 0.0, 0.0], [0.0, 0.0, 0.0], [0.0, 0.0, 0.0], [0.0, 0.0, 0.0], [0.0, 0.0, 0.0], [0.0, 0.0, 0.0], [0.0, 0.0, 0.0], [0.0, 0.0, 0.0], [0.0, 0.0, 0.0], [0.0, 0.0, 0.0], [0.0, 0.0, 0.0], [0.0, 0.0, 0.0], [0.0, 0.0, 0.0], [0.0, 0.0, 0.0], [0.0, 0.0, 0.0], [0.0, 0.0, 0.0]],
  "max_force_ha_per_bohr": 0.0034,
  "orbital_gap_ev": 7.38,
  "mol_weight_g_mol": 618.9,
  "total_charge": -1
}